Record 1
# C25H33NNdOP2Si

C25H33NNdOP2Si as an isolated structure at a distorted geometry (ωB97M-V with the def2-TZVPD basis set, the Open Molecules 2025 dataset).

Geometry as ORCA input:
```
! RIJCOSX wB97M-V def2-TZVPD def2/J DEFGRID3
* xyz 1 4
C -1.462 3.387 -3.603
C -1.280 2.027 -3.386
C -0.019 1.444 -3.725
C 1.060 2.268 -4.231
C 0.811 3.659 -4.437
C -0.430 4.195 -4.136
C 2.297 1.648 -4.468
C 2.478 0.282 -4.200
C 1.336 -0.465 -3.716
C 1.459 -1.852 -3.388
C 2.693 -2.466 -3.555
C 3.812 -1.753 -4.044
C 3.718 -0.407 -4.362
H -2.423 3.845 -3.344
H 1.618 4.291 -4.826
H -0.613 5.262 -4.297
H 3.134 2.240 -4.854
H 2.800 -3.525 -3.298
H 4.768 -2.272 -4.166
H 4.590 0.147 -4.729
N 0.134 0.118 -3.518
Nd -0.104 0.020 -0.075
C -2.321 1.152 -2.731
H -2.284 0.140 -3.164
H -3.324 1.577 -2.839
C 0.253 -2.550 -2.812
H -0.657 -2.187 -3.315
H 0.332 -3.637 -2.912
P -2.068 0.964 -0.903
P 0.000 -2.227 -0.996
C 1.310 -3.273 -0.267
H 1.206 -3.295 0.829
H 1.245 -4.299 -0.664
H 2.297 -2.848 -0.503
C -1.512 -3.215 -0.702
H -1.356 -4.253 -1.035
H -1.766 -3.215 0.370
H -2.357 -2.783 -1.257
C -2.322 2.663 -0.299
H -3.266 3.067 -0.699
H -2.354 2.656 0.802
H -1.480 3.297 -0.611
C -3.599 0.109 -0.400
H -3.621 -0.019 0.693
H -4.473 0.700 -0.712
H -3.648 -0.887 -0.865
C 1.787 -0.198 0.830
O 2.787 -0.215 1.251
H 0.820 0.684 -1.213
C 1.526 -0.881 5.795
Si -0.001 0.000 5.167
C -1.526 -0.881 5.795
C 0.000 1.762 5.795
C -0.001 0.000 3.276
C -0.007 -0.002 2.139
H 1.526 -0.881 6.899
H 2.426 -0.361 5.427
H 1.526 -1.921 5.427
H -1.525 -0.881 6.899
H -2.426 -0.361 5.427
H -1.525 -1.921 5.427
H 0.901 2.281 5.428
H -0.901 2.281 5.428
H 0.000 1.761 6.899
*
```

Computed properties:
Total energy = -71716.366 eV

Atomic partial charges in e from the Mulliken method, atoms 1 to 6: atom 1 (C): -0.3184, atom 2 (C): 0.0721, atom 3 (C): 0.2611, atom 4 (C): 0.6649, atom 5 (C): -0.9093, atom 6 (C): -0.8050

***

Record 2
# C25H34Br2F4OPSi

C25H34Br2F4OPSi as an isolated structure at a distorted geometry (ωB97M-V with the def2-TZVPD basis set, the Open Molecules 2025 dataset).

Geometry as ORCA input:
```
! RIJCOSX wB97M-V def2-TZVPD def2/J DEFGRID3
* xyz 1 1
C 0.776 0.865 -2.748
C 2.259 0.693 -2.144
C 2.338 -0.084 -0.731
P 3.288 -1.709 -0.761
C 5.044 -1.607 -1.446
C 5.493 -0.164 -1.968
O 6.162 -0.122 -3.030
F 5.237 1.078 -1.323
C 3.311 -2.504 0.952
Br 3.700 -4.477 0.916
C 4.353 -1.844 2.000
C 4.536 -0.252 1.868
Br 6.138 -2.790 2.056
C 2.322 -2.860 -1.965
F 2.093 -2.222 -3.244
F 3.184 -3.994 -2.274
C 0.993 -3.483 -1.317
C -0.369 -2.709 -1.719
Si -1.493 -2.231 -0.241
C -3.067 -3.346 -0.105
C -0.622 -2.193 1.465
C -2.063 -0.403 -0.583
C -2.886 -0.140 -1.888
C -3.381 1.285 -2.334
C -3.004 2.480 -1.396
C -2.199 2.226 -0.071
C -1.708 0.791 0.362
H -0.068 0.849 -1.977
H 0.627 0.110 -3.609
H 0.749 1.911 -3.249
H 2.678 1.764 -1.996
H 2.944 0.215 -2.950
H 1.242 -0.353 -0.445
H 2.686 0.669 0.055
H 5.863 -1.967 -0.716
H 5.121 -2.318 -2.360
H 2.262 -2.421 1.438
H 3.907 -2.030 3.054
H 5.121 -0.040 0.909
H 5.230 0.065 2.742
H 3.576 0.355 1.993
H 1.072 -3.659 -0.174
H 0.896 -4.549 -1.765
H -0.197 -1.767 -2.364
H -0.998 -3.419 -2.390
H -3.803 -2.912 0.659
H -3.641 -3.432 -1.103
H -2.815 -4.423 0.210
H -0.420 -3.275 1.785
H -1.359 -1.734 2.235
H 0.300 -1.514 1.467
H -3.133 -1.028 -2.580
H -3.949 1.384 -3.316
H -3.353 3.524 -1.734
H -1.954 3.162 0.562
H -1.121 0.658 1.329
F -4.398 4.283 0.357
C -4.610 4.469 1.672
C -5.308 5.589 2.096
C -5.533 5.780 3.456
C -5.048 4.854 4.377
C -4.344 3.736 3.940
C -4.128 3.538 2.580
H -5.671 6.302 1.366
H -6.085 6.649 3.798
H -5.220 5.006 5.438
H -3.963 3.018 4.659
H -3.590 2.668 2.222
*
```

Computed properties:
Total energy = -196632.619 eV

Atomic partial charges in e from the natural (NBO) method, atoms 1 to 6: atom 1 (C): -0.6464, atom 2 (C): -0.4214, atom 3 (C): -0.7627, atom 4 (P): 1.4301, atom 5 (C): -0.8736, atom 6 (C): 0.8505

***

Record 3
# C25H34FeN6O5PSSe

C25H34FeN6O5PSSe as an isolated structure at a distorted geometry (ωB97M-V with the def2-TZVPD basis set, the Open Molecules 2025 dataset).

Geometry as ORCA input:
```
! RIJCOSX wB97M-V def2-TZVPD def2/J DEFGRID3
* xyz -1 1
Fe -0.035 0.618 0.198
O -3.332 -1.621 1.496
S -1.881 -1.826 1.329
O -1.274 -2.634 2.392
O -1.274 -0.438 1.324
O -1.584 -2.405 -0.013
C -0.049 3.440 3.564
C 0.784 4.433 3.065
C 1.535 4.182 1.935
C 1.442 2.937 1.303
N 0.643 1.976 1.803
C -0.078 2.230 2.895
C 2.092 2.614 0.023
C 3.263 3.242 -0.401
C 3.803 2.917 -1.634
C 3.136 1.981 -2.430
C 1.970 1.371 -1.986
C 1.402 1.649 -0.726
H -0.661 3.595 4.442
H 0.831 5.403 3.546
H 2.163 4.949 1.503
H -0.702 1.410 3.236
H 3.764 3.972 0.230
H 4.726 3.374 -1.970
H 3.546 1.725 -3.404
H 1.469 0.655 -2.634
C 2.740 -4.720 2.501
C 1.410 -4.133 2.040
N 1.557 -3.139 0.986
C 1.533 -3.600 -0.391
C 2.861 -3.424 -1.123
C 1.420 -1.808 1.242
C 1.382 -1.355 2.675
N 1.375 -0.899 0.331
H 2.585 -5.427 3.321
H 3.411 -3.932 2.848
H 3.239 -5.252 1.687
H 0.864 -3.694 2.868
H 0.766 -4.927 1.656
H 0.726 -3.081 -0.918
H 1.260 -4.655 -0.369
H 3.193 -2.386 -1.089
H 2.764 -3.716 -2.171
H 3.637 -4.041 -0.664
H 2.228 -1.759 3.234
H 0.444 -1.670 3.137
H 1.423 -0.270 2.673
H 1.386 -1.250 -0.622
C -3.444 -0.934 -1.528
P -1.802 -0.941 -2.250
C -1.356 -2.554 -2.896
C -2.185 -0.097 -3.824
O -0.691 -0.114 -1.665
H -4.069 -1.595 -2.132
H -3.819 0.086 -1.624
H -3.463 -1.267 -0.488
H -2.154 -2.902 -3.555
H -1.176 -3.270 -2.100
H -0.450 -2.396 -3.486
H -3.005 -0.573 -4.368
H -1.293 -0.088 -4.453
H -2.455 0.938 -3.604
Se -1.411 5.056 -2.185
N -3.121 4.779 -1.816
C -3.140 3.731 -1.027
C -4.334 3.160 -0.452
C -4.178 2.106 0.355
C -2.856 1.546 0.609
N -1.751 2.003 0.113
C -1.858 3.125 -0.707
N -0.811 3.713 -1.229
H -5.303 3.587 -0.678
H -5.030 1.627 0.818
H -2.750 0.661 1.234
*
```

Computed properties:
Total energy = -165516.286 eV

Atomic partial charges in e from the Mulliken method, atoms 1 to 6: atom 1 (Fe): 0.3523, atom 2 (O): -0.7826, atom 3 (S): 1.2830, atom 4 (O): -0.7973, atom 5 (O): -1.1757, atom 6 (O): -0.7332

***

Record 4
# C25H35Br6N3O

A 7-piece molecular cluster, C25H35Br6N3O overall at a distorted geometry (ωB97M-V with the def2-TZVPD basis set, the Open Molecules 2025 dataset).

Geometry as ORCA input:
```
! RIJCOSX wB97M-V def2-TZVPD def2/J DEFGRID3
* xyz 0 1
Br 2.462 -3.400 0.100
C 4.155 -4.423 0.014
C 4.263 -5.204 -1.279
Br 4.765 -4.057 -2.756
H 4.215 -5.114 0.852
H 4.948 -3.689 0.119
H 3.308 -5.678 -1.493
H 5.025 -5.974 -1.194
Br 0.415 -0.453 2.478
C 0.821 -0.114 0.563
C -0.010 1.054 0.082
Br 0.372 1.232 -1.836
H 0.553 -1.035 0.047
H 1.891 -0.008 0.425
H 0.332 1.977 0.542
H -1.076 0.931 0.239
Br -4.326 0.101 -4.168
C -3.281 1.132 -2.885
C -4.188 2.007 -2.070
Br -3.153 3.064 -0.777
H -2.538 1.686 -3.449
H -2.749 0.402 -2.281
H -4.901 1.422 -1.499
H -4.710 2.736 -2.681
N -1.373 2.395 5.999
C -1.091 3.595 6.502
C -0.375 4.544 5.795
C -0.005 4.319 4.483
C -0.335 3.075 3.936
C -1.012 2.168 4.722
H -1.410 3.787 7.518
H -0.080 5.505 6.203
H 0.517 5.045 3.877
H -0.094 2.837 2.908
H -1.305 1.189 4.367
N 2.921 2.337 1.288
C 3.082 3.512 0.681
C 3.296 4.735 1.338
C 3.405 4.662 2.719
C 3.282 3.456 3.397
C 3.042 2.336 2.626
H 2.965 3.476 -0.396
H 3.431 5.607 0.719
H 3.615 5.605 3.214
H 3.423 3.381 4.464
H 2.891 1.360 3.072
N -2.951 -1.208 -0.287
C -3.728 -1.973 -1.054
C -4.224 -3.203 -0.636
C -3.911 -3.651 0.630
C -3.143 -2.848 1.472
C -2.688 -1.636 0.958
H -3.951 -1.628 -2.056
H -4.955 -3.717 -1.245
H -4.323 -4.536 1.099
H -2.874 -3.132 2.478
H -2.060 -0.923 1.477
C 0.000 -1.165 -4.741
C 0.867 -2.220 -5.465
C 0.474 -3.551 -4.788
O -0.513 -3.241 -3.808
C -0.285 -1.879 -3.429
H -0.936 -0.926 -5.239
H 0.548 -0.238 -4.569
H 1.917 -1.980 -5.306
H 0.632 -2.217 -6.528
H 1.345 -3.994 -4.301
H 0.077 -4.256 -5.518
H 0.518 -1.856 -2.686
H -1.219 -1.541 -2.982
*
```

Computed properties:
SMILES = c1ccncc1.c1ccncc1.c1ccncc1.C1CCOC1.BrCCBr.BrCCBr.BrCCBr
Total energy = -453264.980 eV

Atomic partial charges in e from the natural (NBO) method, atoms 1 to 6: atom 1 (Br): -0.0257, atom 2 (C): -0.4271, atom 3 (C): -0.4596, atom 4 (Br): -0.0028, atom 5 (H): 0.2264, atom 6 (H): 0.2294

***

Record 5
# C25H35N5O4

An isolated molecule of C25H35N5O4 (ωB97M-V with the def2-TZVPD basis set, the Open Molecules 2025 dataset).

Geometry as ORCA input:
```
! RIJCOSX wB97M-V def2-TZVPD def2/J DEFGRID3
* xyz 0 1
C -3.070 -4.539 -1.956
C -1.636 -4.740 -1.483
C -1.097 -3.488 -0.795
H -1.733 -3.238 0.056
C 0.331 -3.700 -0.286
N 0.853 -2.507 0.366
C 1.369 -1.459 -0.349
C 1.791 -0.311 0.280
C 1.659 -0.157 1.705
O 1.893 0.836 2.360
N 1.173 -1.308 2.331
C 0.740 -2.466 1.752
O 0.294 -3.388 2.391
H 1.088 -1.264 3.341
N 2.332 0.751 -0.495
C 1.611 1.843 -0.858
O 2.080 2.743 -1.525
C 0.141 1.798 -0.467
H 0.023 1.338 0.514
C -0.689 1.028 -1.502
C -2.049 1.717 -1.463
O -3.082 1.275 -1.916
N -1.886 2.910 -0.862
C -2.999 3.718 -0.439
H -2.790 4.772 -0.644
H -3.853 3.396 -1.040
C -3.309 3.511 1.058
C -3.301 2.041 1.379
C -4.319 1.215 0.920
C -4.268 -0.151 1.128
C -3.198 -0.711 1.806
C -2.190 0.105 2.286
C -2.240 1.472 2.072
H -1.447 2.099 2.455
H -1.360 -0.323 2.830
H -3.152 -1.778 1.970
H -5.062 -0.780 0.756
H -5.152 1.643 0.382
H -2.564 4.027 1.666
H -4.286 3.947 1.272
C -0.521 3.180 -0.466
H -0.478 3.655 0.514
H -0.027 3.832 -1.197
H -0.805 -0.029 -1.271
H -0.274 1.135 -2.507
C 3.749 0.680 -0.826
H 3.956 -0.309 -1.251
C 4.676 0.926 0.370
C 6.123 0.760 -0.086
H 6.290 -0.232 -0.503
H 6.801 0.896 0.753
H 6.365 1.499 -0.846
C 4.446 2.314 0.959
H 5.179 2.520 1.734
H 3.456 2.373 1.403
H 4.529 3.074 0.185
H 4.459 0.177 1.141
H 3.927 1.446 -1.585
N 1.519 -1.601 -1.696
H 0.937 -2.254 -2.191
H 1.744 -0.751 -2.190
H 0.324 -4.483 0.475
H 1.009 -4.005 -1.087
H -1.143 -2.645 -1.491
H -1.596 -5.577 -0.784
H -1.001 -4.990 -2.337
H -3.436 -5.434 -2.452
H -3.721 -4.323 -1.112
H -3.132 -3.708 -2.655
*
```

Computed properties:
SMILES = CCCCn1c(N)c(N(CC(C)C)C(=O)[C@@H]2CC(=O)N(CCc3ccccc3)C2)c(=O)[nH]c1=O
Total energy = -42137.309 eV

Atomic partial charges in e from the natural (NBO) method, atoms 1 to 6: atom 1 (C): -0.5995, atom 2 (C): -0.3926, atom 3 (C): -0.4076, atom 4 (H): 0.2187, atom 5 (C): -0.2295, atom 6 (N): -0.4341

***

Record 6
# C25H35N7O2

An isolated molecule of C25H35N7O2 at a distorted geometry (ωB97M-V with the def2-TZVPD basis set, the Open Molecules 2025 dataset).

Geometry as ORCA input:
```
! RIJCOSX wB97M-V def2-TZVPD def2/J DEFGRID3
* xyz 0 1
C -6.971 -3.167 1.453
H -6.786 -4.140 1.003
C -5.875 -2.180 1.071
C -4.506 -2.658 1.554
N -3.422 -1.866 1.001
C -2.140 -2.539 1.115
C -1.063 -1.724 0.406
N -0.967 -0.429 1.049
C -2.235 0.261 0.914
C -3.318 -0.554 1.613
H -4.272 -0.034 1.511
H -3.070 -0.632 2.687
H -2.162 1.248 1.377
H -2.517 0.391 -0.144
C 0.167 0.407 0.692
C 1.476 -0.196 1.058
N 1.875 -1.439 0.896
N 3.136 -1.488 1.303
N 3.536 -0.353 1.691
N 2.528 0.511 1.551
C 2.617 1.912 1.894
C 3.912 2.536 1.365
C 5.149 2.106 2.150
C 4.960 2.371 3.639
C 3.734 1.618 4.145
C 2.486 2.096 3.411
H 2.329 3.158 3.607
H 1.605 1.555 3.765
H 3.606 1.776 5.217
H 3.876 0.550 3.973
H 5.847 2.046 4.186
H 4.830 3.442 3.813
H 5.323 1.041 1.995
H 6.015 2.655 1.776
H 4.031 2.277 0.310
H 3.798 3.620 1.432
H 1.773 2.406 1.399
C 0.227 0.809 -0.773
C 0.559 -0.049 -1.764
C 0.522 0.344 -3.136
C 0.839 -0.537 -4.177
C 0.779 -0.114 -5.491
C 0.395 1.209 -5.773
C 0.084 2.084 -4.763
C 0.144 1.665 -3.431
N -0.146 2.517 -2.398
C -0.115 2.198 -1.063
O -0.337 3.051 -0.217
H -0.387 3.477 -2.617
H -0.207 3.099 -4.991
H 0.355 1.514 -6.806
O 1.064 -0.880 -6.576
C 1.457 -2.217 -6.369
H 2.378 -2.277 -5.781
H 0.669 -2.793 -5.873
H 1.634 -2.628 -7.361
H 1.127 -1.543 -3.917
H 0.869 -1.057 -1.525
H 0.036 1.332 1.268
H -0.101 -2.230 0.491
H -1.343 -1.629 -0.657
H -2.216 -3.520 0.642
H -1.846 -2.677 2.170
H -4.364 -3.687 1.213
H -4.483 -2.666 2.659
H -5.837 -2.067 -0.014
H -6.109 -1.206 1.502
H -7.941 -2.811 1.114
H -7.010 -3.293 2.533
*
```

Computed properties:
SMILES = CCCN1CCN([C@H](c2cc3cc(OC)ccc3[nH]c2=O)c2nnnn2C2CCCCC2)CC1
Total energy = -41018.723 eV

Atomic partial charges in e from the natural (NBO) method, atoms 1 to 6: atom 1 (C): -0.6014, atom 2 (H): 0.2001, atom 3 (C): -0.4009, atom 4 (C): -0.2069, atom 5 (N): -0.4442, atom 6 (C): -0.2046

***

Record 7
# C25H35N9NdO4S2

C25H35N9NdO4S2 as an isolated structure at a distorted geometry (ωB97M-V with the def2-TZVPD basis set, the Open Molecules 2025 dataset).

Geometry as ORCA input:
```
! RIJCOSX wB97M-V def2-TZVPD def2/J DEFGRID3
* xyz 1 4
Nd 0.036 0.009 -1.269
N -0.062 2.611 -2.055
C -1.028 3.142 -1.095
C -2.350 2.432 -1.342
N -2.112 1.050 -1.973
C -3.307 0.196 -1.957
C -3.324 -0.746 -0.748
N -2.075 -1.530 -0.746
H 0.866 2.981 -1.897
H -0.267 2.700 -3.057
H -1.245 4.190 -1.288
H -0.654 2.955 -0.087
H -2.921 3.006 -2.108
H -2.951 2.281 -0.521
H -1.815 1.270 -2.923
H -3.310 -0.532 -2.888
H -4.172 0.763 -2.082
H -4.215 -1.338 -0.751
H -3.419 -0.058 0.105
H -2.012 -2.111 -1.578
H -1.947 -2.160 -0.011
N 2.534 -3.057 -2.454
N 1.682 -3.415 -1.408
N 1.613 -4.652 -0.942
C 0.776 -4.522 0.044
N 0.424 -3.211 0.285
N 0.947 -2.576 -0.720
H 1.975 -2.810 -3.265
H 3.126 -2.257 -2.078
H 0.463 -5.404 0.591
O 1.884 1.095 -0.014
N 2.880 0.737 -0.717
O 4.056 1.013 -0.482
O 2.488 0.132 -1.764
O -0.283 -0.280 1.359
S -0.562 -0.819 2.749
C 1.130 -0.597 3.498
C 2.045 -1.711 3.284
C 2.861 -1.737 2.093
C 3.854 -2.706 1.995
C 3.904 -3.778 2.915
C 3.079 -3.767 3.985
C 2.182 -2.748 4.214
C -1.331 0.449 3.817
C -0.656 1.789 4.091
C -0.136 2.037 5.343
C 0.472 3.224 5.568
C 0.667 4.190 4.593
C 0.175 3.879 3.309
C -0.444 2.672 3.049
H 1.028 -0.434 4.555
H 1.353 0.357 3.006
H 2.814 -0.901 1.353
H 4.505 -2.616 1.200
H 4.631 -4.535 2.831
H 3.274 -4.542 4.680
H 1.700 -2.708 5.143
H -1.580 -0.084 4.746
H -2.346 0.444 3.330
H -0.138 1.202 6.099
H 0.865 3.444 6.572
H 1.264 5.084 4.788
H 0.469 4.508 2.465
H -0.782 2.390 1.986
S -0.322 -1.682 -3.536
C -0.853 -0.411 -4.658
C -0.147 0.772 -4.966
C -0.703 1.729 -5.754
C -1.973 1.593 -6.289
C -2.643 0.399 -6.073
C -2.088 -0.574 -5.213
H 0.829 0.712 -4.568
H -0.060 2.576 -5.874
H -2.345 2.322 -7.021
H -3.661 0.229 -6.450
H -2.614 -1.555 -5.017
*
```

Computed properties:
Total energy = -85033.082 eV

Atomic partial charges in e from the Mulliken method, atoms 1 to 6: atom 1 (Nd): 1.1081, atom 2 (N): -0.5448, atom 3 (C): -0.2681, atom 4 (C): -0.8728, atom 5 (N): 0.3744, atom 6 (C): -0.6277